Computed, not measured: a cluster of 9 separate species, C37H98Cl2N12O8P4 in total at a distorted geometry, with the ωB97M-V functional and the def2-TZVPD basis.

XYZ file:
```
161
Properties=species:S:1:pos:R:3:forces:R:3:lowdin_charge:R:1
C 2.619234 -1.080336 5.702969 -0.50 -0.25 -1.35 -0.121
N 1.542268 -0.280941 5.108564 -1.05 0.81 -0.29 -0.274
C 1.780476 0.002793 3.664510 -0.35 0.29 0.30 -0.115
P 0.346782 0.627742 5.965036 1.36 0.26 -0.27 0.584
O -0.862486 0.990991 5.188322 0.93 0.20 -0.44 -0.288
N -0.011227 -0.304884 7.288995 0.14 -0.96 0.77 -0.300
C -0.864056 0.226234 8.348171 0.56 1.07 0.18 -0.118
C -0.266121 -1.756221 7.197813 0.67 0.37 0.06 -0.100
N 1.216616 2.003732 6.542512 -1.71 -1.79 1.75 -0.317
C 2.219325 1.880894 7.601704 -0.36 -1.65 -0.28 -0.106
C 1.570488 2.992969 5.610930 0.09 1.05 -1.18 -0.154
H 2.513552 -2.036636 5.190685 0.19 -0.67 0.40 0.065
H 2.600932 -1.229137 6.782608 -0.17 0.33 -0.17 0.082
H 3.575439 -0.719653 5.323938 0.27 0.35 0.52 0.078
H 2.796927 0.330906 3.447067 0.29 0.12 0.44 0.085
H 1.137606 0.788146 3.266979 -0.19 0.11 0.50 0.055
H 1.606750 -0.812649 2.962389 -0.16 -0.66 0.43 0.052
H -1.929782 0.183387 8.123436 -0.06 0.02 -0.25 0.087
H -0.706592 -0.284362 9.298211 0.18 -0.39 -0.13 0.084
H -0.565888 1.255422 8.548123 -0.29 0.17 -0.13 0.076
H 0.092335 -2.233153 8.110037 0.21 0.06 0.16 0.082
H -1.336900 -1.959855 7.190431 -0.10 -0.03 -0.57 0.077
H 0.288904 -2.205111 6.374076 -0.41 0.04 -0.11 0.057
H 2.979448 1.214873 7.193391 0.99 0.52 0.09 0.066
H 2.594945 2.836317 7.967995 -0.04 -0.04 -0.34 0.091
H 1.875048 1.285863 8.447589 -0.50 0.32 0.14 0.067
H 1.292819 3.973707 5.997108 -0.04 0.26 -0.24 0.090
H 1.096370 2.820819 4.644657 -0.20 0.20 0.04 0.063
H 2.643460 3.011504 5.419908 0.29 -0.08 -0.05 0.087
C 3.546336 2.602379 -8.239773 -1.24 0.46 1.15 -0.091
N 3.919449 3.088518 -6.851097 -0.51 -0.13 -0.66 -0.280
C 5.287674 3.622259 -6.815455 -0.35 -0.61 0.93 -0.129
P 3.200278 2.664458 -5.329624 -1.86 0.26 -1.16 0.609
O 3.940314 3.204178 -4.154578 -0.47 -0.02 -1.10 -0.297
N 1.550496 3.196000 -5.428779 1.27 -0.38 0.80 -0.294
C 0.588147 2.921075 -6.471049 0.54 -0.58 -0.45 -0.128
C 0.975162 4.115377 -4.464542 0.60 0.50 0.16 -0.139
N 3.045188 0.984599 -5.357776 0.85 -1.02 -0.41 -0.306
C 2.169588 0.197220 -4.501823 -0.60 1.88 0.15 -0.104
C 4.259275 0.204838 -5.667916 0.35 1.31 -1.54 -0.114
H 4.112782 3.071239 -9.044397 0.76 -0.18 0.54 0.074
H 2.550850 2.943790 -8.523548 -0.34 0.03 0.46 0.054
H 3.494123 1.520125 -8.358517 0.49 -0.12 0.13 0.063
H 5.389243 4.328262 -5.991239 0.07 -0.18 0.07 0.070
H 5.571717 4.151205 -7.725201 -0.20 -0.30 -0.09 0.076
H 5.885305 2.730633 -6.625912 1.06 0.47 -0.20 0.068
H 0.949453 2.082843 -7.066802 -0.29 -0.05 -0.11 0.074
H -0.399588 2.697262 -6.068089 0.10 -0.33 0.22 0.060
H 0.413422 3.778596 -7.120839 0.29 0.26 -0.20 0.082
H 0.417918 4.881371 -5.003849 -0.04 0.16 -0.05 0.072
H 0.276187 3.636104 -3.779111 0.03 -0.21 0.11 0.051
H 1.753678 4.628697 -3.900176 -0.02 -0.14 0.12 0.075
H 2.017741 -0.799171 -4.916846 -0.10 0.13 0.06 0.087
H 2.541987 0.184346 -3.477488 0.08 -0.45 0.15 0.067
H 1.261633 0.799396 -4.468539 -0.51 -0.58 0.21 0.056
H 4.301626 -0.834265 -5.341451 -0.36 0.35 0.61 0.083
H 5.148247 0.770059 -5.387969 0.25 -0.35 0.42 0.067
H 4.314622 0.145081 -6.754864 0.20 -0.18 -0.25 0.059
C -3.935265 -3.067925 -4.108458 1.22 0.04 -0.42 -0.116
N -3.097475 -1.866686 -3.881779 -0.28 1.60 0.91 -0.289
C -1.609479 -2.026558 -4.005781 -1.35 -0.06 -0.61 -0.087
P -3.796347 -0.319476 -4.137530 0.52 0.27 0.31 0.605
O -3.981822 -0.003161 -5.596825 0.11 0.24 1.77 -0.328
N -5.277484 -0.433004 -3.298421 -0.50 -0.48 -0.09 -0.293
C -6.387573 0.477018 -3.747012 1.57 -0.19 0.74 -0.094
C -5.508477 -1.024394 -1.935196 1.23 0.28 -0.99 -0.101
N -2.823957 0.874416 -3.290060 -0.35 -0.20 -1.66 -0.272
C -2.055756 1.933738 -4.045046 -0.41 -1.61 -0.07 -0.099
C -2.454453 0.698994 -1.864517 -0.26 0.21 -1.58 -0.110
H -3.809008 -3.400974 -5.138622 -0.02 -0.13 -0.22 0.075
H -5.009544 -2.976808 -3.948062 0.26 0.66 0.21 0.070
H -3.565636 -3.871771 -3.471809 0.01 -0.07 0.16 0.063
H -1.023739 -1.111911 -3.914023 -0.57 0.34 0.63 0.064
H -1.366709 -2.305361 -5.031179 0.02 -0.65 -0.09 0.076
H -1.271016 -2.764405 -3.278363 0.12 -0.04 -0.14 0.063
H -6.349264 0.587264 -4.830750 -0.31 -0.21 0.13 0.068
H -7.324591 0.115997 -3.323027 -0.05 -0.19 -0.53 0.068
H -6.213647 1.454451 -3.297031 -0.12 0.34 -0.07 0.072
H -6.550677 -0.866171 -1.657898 0.24 0.17 0.16 0.080
H -5.295355 -2.090795 -1.861299 -0.21 -0.30 -0.66 0.053
H -4.779459 -0.646496 -1.218374 -0.48 0.50 0.30 0.039
H -2.579436 2.171415 -4.970993 -0.29 0.28 0.28 0.068
H -1.840180 2.799592 -3.419001 -0.52 0.02 0.06 0.071
H -1.082903 1.584311 -4.390824 0.28 -0.34 0.24 0.041
H -1.846430 -0.203160 -1.797118 -0.27 -0.12 0.67 0.061
H -3.382752 0.713322 -1.293408 0.43 -0.30 0.40 0.064
H -1.820979 1.546550 -1.602868 -0.21 -0.09 0.21 0.059
C -0.884388 -2.092034 3.202490 -0.98 -0.11 -1.04 -0.106
N -2.310213 -2.500398 3.162040 0.53 -1.29 -0.88 -0.285
C -3.106075 -2.003644 4.298900 -0.16 -0.75 -1.17 -0.099
P -2.926978 -2.702164 1.552151 0.66 -0.81 1.42 0.582
O -2.922782 -1.412943 0.823697 -0.16 -0.67 -0.58 -0.270
N -2.093032 -3.991517 0.819830 1.26 0.79 3.36 -0.326
C -1.630784 -5.183530 1.572862 -1.28 1.14 -0.26 -0.096
C -1.870192 -4.065379 -0.578680 -0.67 -0.10 -0.18 -0.118
N -4.420569 -3.392562 1.737919 -1.48 -1.06 0.80 -0.298
C -4.743897 -4.567011 2.631053 1.72 1.37 0.11 -0.063
C -5.594840 -2.846943 1.111934 0.20 0.33 -0.82 -0.127
H -0.364121 -2.287817 4.140086 -0.50 0.44 0.31 0.067
H -0.942588 -1.059248 2.858897 1.00 0.34 0.59 0.058
H -0.300804 -2.649535 2.469882 -0.17 -0.10 -0.33 0.067
H -2.957888 -2.689281 5.133185 -0.03 0.14 0.27 0.071
H -4.145039 -2.067104 3.975426 -0.15 0.18 0.31 0.069
H -2.872189 -0.980776 4.594106 0.17 0.09 -0.14 0.074
H -2.070853 -6.014184 1.021083 0.65 -0.52 0.08 0.084
H -0.544901 -5.172906 1.666916 0.04 -0.44 -0.14 0.070
H -2.096840 -5.216406 2.557652 0.30 0.18 0.08 0.058
H -2.853532 -4.336458 -0.962949 -0.06 0.51 -1.21 0.081
H -1.443638 -3.114266 -0.897313 -0.20 -0.26 -0.74 0.076
H -1.254426 -4.936042 -0.804227 0.47 0.37 -0.03 0.087
H -4.291840 -4.266550 3.576292 -0.53 -0.37 0.54 0.055
H -5.815927 -4.741995 2.721734 0.16 0.28 -0.13 0.085
H -4.225440 -5.497280 2.398929 -0.22 0.00 -0.65 0.061
H -6.297561 -2.457273 1.848452 -0.11 0.36 -0.10 0.085
H -6.116900 -3.581119 0.498300 -0.06 -0.39 0.14 0.085
H -5.250197 -2.116939 0.379541 -0.35 0.47 0.43 0.038
C 6.502429 -0.458358 -0.125423 0.38 0.80 0.66 -0.009
C 5.507254 0.662807 -0.088335 -2.13 -0.04 0.37 -0.504
C 4.862706 1.003659 -1.374496 0.15 -0.25 -1.07 -0.026
O 5.064306 1.255255 0.881977 1.21 -0.69 0.48 0.044
H 6.023320 -1.434171 -0.045698 -0.17 0.12 -0.09 0.069
H 7.159318 -0.308435 0.731391 0.32 -0.33 -0.18 0.090
H 6.996287 -0.377056 -1.093720 0.37 -0.29 0.27 0.084
H 3.791508 0.803111 -1.354576 -0.03 0.24 0.24 0.070
H 5.246515 0.380945 -2.182593 0.14 0.44 -0.29 0.076
H 5.037851 2.070838 -1.510729 -0.22 -0.05 -0.56 0.107
C -2.433303 1.677822 2.007847 0.57 0.03 -0.25 -0.004
C -1.903219 3.094789 1.825944 -0.33 -0.38 0.54 -0.465
C -1.885707 4.033024 3.018565 0.56 -0.45 -0.74 0.000
O -1.441860 3.455617 0.775204 0.36 0.03 -0.89 0.048
H -3.485806 1.614218 2.284068 0.07 0.17 0.18 0.095
H -1.819946 1.202021 2.773034 -0.20 0.03 0.49 0.055
H -2.270943 1.072839 1.115815 -0.25 0.32 -0.15 0.040
H -1.219786 3.572192 3.748132 -0.60 -0.22 0.59 0.066
H -2.920274 4.181395 3.328017 0.27 0.12 0.55 0.091
H -1.360365 4.944685 2.733992 -0.49 0.19 -0.17 0.079
C 3.063606 -5.053779 2.464721 -0.50 1.05 -0.46 -0.012
C 3.072152 -3.985654 1.389550 0.15 -0.39 -2.51 -0.457
C 3.839821 -2.660095 1.487908 -0.81 -0.51 -0.06 -0.011
O 2.501618 -4.240207 0.322491 0.59 0.52 1.63 0.029
H 3.914987 -5.728177 2.372847 0.08 0.19 0.09 0.090
H 2.148697 -5.586391 2.205183 0.09 -0.30 0.59 0.074
H 3.027701 -4.545716 3.428406 0.02 -0.49 0.25 0.072
H 3.498947 -2.057357 0.646113 -0.03 0.09 0.12 0.075
H 4.910483 -2.812098 1.351260 0.03 -0.17 0.37 0.076
H 3.616179 -2.153325 2.426676 0.30 0.05 0.04 0.061
C 0.305742 0.053088 0.306112 -0.50 1.39 0.55 0.000
C 0.848942 1.246666 -0.501794 -1.39 -1.93 -0.31 -0.476
C 1.781046 2.158305 0.169366 0.94 0.86 -0.55 -0.011
O 0.533084 1.267207 -1.676811 0.69 0.77 0.16 0.044
H 0.265116 0.285920 1.370180 0.74 -0.25 0.16 0.038
H 0.870976 -0.848884 0.071456 -0.21 -0.07 0.09 0.094
H -0.765946 -0.016546 0.119729 0.16 -0.59 -0.69 0.039
H 1.462522 2.562526 1.130226 -0.11 -0.21 -0.07 0.090
H 2.091411 2.953987 -0.507888 -0.29 0.26 0.04 0.090
H 2.704959 1.591974 0.286612 0.09 -0.15 0.58 0.061
Cl -0.701380 6.498890 -2.410460 0.63 -0.20 0.05 0.507
C -0.244286 5.485982 -1.004095 -1.09 -0.11 0.11 -1.029
Cl 1.012304 6.162070 0.042175 -0.20 0.04 -0.25 0.513
H -1.199643 5.426389 -0.482721 0.59 -0.08 0.37 -0.001
H 0.048997 4.473485 -1.281481 0.09 0.33 -0.35 0.008
```
Forces are in eV/Å.

Output
LUMO in eV: 0.247
HOMO in eV: -7.7
SMILES: CN(C)P(=O)(N(C)C)N(C)C.CN(C)P(=O)(N(C)C)N(C)C.CN(C)P(=O)(N(C)C)N(C)C.CN(C)P(=O)(N(C)C)N(C)C.CC(C)=O.CC(C)=O.CC(C)=O.CC(C)=O.ClCCl